Entry 1:
50
Properties=species:S:1:pos:R:3:forces:R:3 method="wB97M-V/def2-TZVPD" e_above_lowest_kj_mol=118.22 spin_multiplicity=1
C -1.43997 3.02992 4.37063 -0.80 -0.36 0.37
C -2.42128 4.12122 3.78085 -0.05 0.09 0.52
O -1.94873 4.74564 2.57868 -0.40 -0.93 0.34
C -1.85875 3.74449 1.53806 0.07 -0.12 -0.89
C -2.27556 4.24961 0.10999 0.74 0.14 0.02
In -2.34451 2.39553 -1.21019 0.21 0.92 1.45
N -4.23983 2.20434 -2.23243 -1.21 -0.38 0.80
C -5.02891 1.81642 -1.41792 0.50 -0.47 0.51
S -5.91237 1.18149 -0.17053 0.51 0.72 -1.37
P -0.32453 2.30152 -2.74760 0.82 -0.60 -1.02
O 1.03407 2.40707 -1.66434 -1.32 -0.13 0.06
Cl -0.33334 3.97814 -4.05970 0.11 -0.09 0.93
H -0.45321 3.45263 4.70628 -1.02 -0.25 -0.42
H -1.25495 2.16173 3.67491 -0.19 1.03 0.56
H -1.97232 2.58691 5.27244 0.75 0.52 -0.90
H -3.45969 3.70628 3.57044 1.22 0.10 0.33
H -2.56851 4.91506 4.57517 0.32 -0.67 -1.04
H -2.49984 2.85309 1.81515 0.62 0.91 -0.21
H -0.77342 3.39721 1.51664 -1.16 0.17 -0.13
H -3.23329 4.83438 0.08233 0.82 -0.67 0.26
H -1.46154 4.89535 -0.34977 -0.95 -0.59 0.69
H -2.24095 0.95777 -0.10145 0.17 0.15 -0.47
H 0.66442 2.22133 -0.77809 0.34 0.60 -0.38
C 0.33982 -1.08110 -2.77842 0.04 -0.17 0.05
C -0.16156 -2.10139 -1.76794 -0.02 -0.10 -0.32
C 0.59173 -2.20434 -0.44709 -0.41 -0.11 -0.06
N 2.09379 -2.46462 -0.50990 0.59 0.11 0.44
C 2.85477 -1.18571 -0.76857 -0.16 -0.21 -0.18
C 2.55769 -3.00024 0.85174 -0.23 -0.04 -0.16
C 2.34116 -4.49406 0.76859 -0.27 -0.10 0.26
C 2.70651 -4.83801 -0.66538 0.17 -0.46 -0.22
C 2.49107 -3.56763 -1.48631 0.04 0.10 -0.08
H 1.28010 -1.39529 -3.23813 0.04 0.08 -0.03
H -0.38275 -0.97515 -3.58846 0.05 0.08 0.11
H 0.46820 -0.10040 -2.31918 0.06 -0.08 -0.18
H -0.23497 -3.08268 -2.24773 0.01 -0.03 0.13
H -1.19395 -1.83795 -1.51637 0.12 -0.03 0.26
H 0.14924 -3.02367 0.12387 0.20 0.02 0.03
H 0.45824 -1.29202 0.13967 0.17 -0.02 -0.07
H 2.58278 -0.46295 -0.00041 -0.01 -0.03 -0.11
H 2.61529 -0.80701 -1.75662 -0.10 0.07 0.11
H 3.92233 -1.40120 -0.71935 -0.12 -0.05 0.06
H 3.62023 -2.77323 0.95678 -0.12 0.10 -0.10
H 1.99365 -2.50788 1.64433 0.07 0.10 -0.14
H 1.29895 -4.74966 0.97260 0.07 0.04 0.03
H 2.95462 -5.03541 1.48926 -0.06 0.12 0.00
H 2.10526 -5.66769 -1.03920 0.06 0.09 -0.02
H 3.75151 -5.14771 -0.73361 -0.08 0.04 0.01
H 1.72603 -3.69433 -2.24683 -0.02 0.26 0.09
H 3.41726 -3.26579 -1.97693 -0.18 0.15 0.05


Entry 2:
64
Properties=species:S:1:pos:R:3:forces:R:3 method="wB97M-V/def2-TZVPD" e_above_lowest_kj_mol=0.00 spin_multiplicity=1
C -14.77671 -35.06807 -5.02818 -0.91 -0.26 0.47
N -16.22586 -35.10427 -4.63358 -0.02 1.05 -0.20
O -16.51758 -35.56318 -3.55669 0.16 -0.51 0.22
O -17.01506 -34.55238 -5.37964 -0.08 -0.29 -0.22
H -14.35265 -34.33729 -4.34556 0.29 -0.04 -0.13
H -14.76607 -34.74898 -6.06080 0.34 -0.04 -0.04
H -14.41367 -36.06878 -4.81869 0.36 0.08 -0.17
C -11.81562 -40.19658 -3.35446 -0.36 0.45 0.08
C -13.25952 -39.88348 -3.01146 -0.86 -0.35 0.41
O -13.44628 -38.52211 -3.38957 0.05 0.32 -0.70
S -12.08759 -37.68990 -3.27331 -0.54 -0.22 1.49
O -12.03655 -37.04409 -2.01671 0.23 0.05 0.20
O -11.90590 -36.90809 -4.43281 0.03 -0.02 -1.07
O -11.12155 -38.94816 -3.22649 0.34 0.08 -0.15
H -11.75196 -40.49430 -4.39972 0.26 -0.38 0.12
H -11.38914 -40.87989 -2.62860 0.22 -0.24 -0.32
H -13.55037 -39.99207 -1.96280 0.53 0.12 0.14
H -13.96875 -40.50278 -3.56161 0.07 0.21 -0.28
C -17.02465 -39.10676 -1.55916 -0.43 -0.75 -0.77
C -16.71094 -39.71207 -0.19411 0.79 0.52 0.17
O -15.52526 -38.96962 0.22598 -0.09 -0.17 0.22
S -15.72751 -37.45723 -0.18360 -0.85 0.38 -0.83
O -14.48574 -36.85399 -0.46609 0.39 -0.14 -0.05
O -16.64576 -36.81336 0.68548 -0.15 -0.12 0.39
O -16.50624 -37.78145 -1.55595 0.38 0.14 0.33
H -18.09259 -39.10097 -1.78377 -0.05 0.31 0.35
H -16.58836 -39.66701 -2.39240 0.36 0.15 0.21
H -16.34275 -40.73014 -0.20464 -0.46 -0.23 -0.14
H -17.51085 -39.54360 0.52299 0.03 -0.12 0.10
C -15.36690 -29.65155 -8.47590 -0.09 -0.06 0.18
C -13.95124 -29.49632 -7.95307 -0.13 -0.21 1.10
O -14.12413 -29.99141 -6.58199 0.41 -0.09 -0.16
S -14.82178 -31.39692 -6.76901 -0.16 0.28 -0.39
O -15.50265 -31.74117 -5.58699 -0.34 -0.05 0.44
O -13.92346 -32.30986 -7.37875 0.32 -0.37 -0.05
O -15.83085 -30.89169 -7.89779 -0.15 -0.24 0.03
H -15.43404 -29.73696 -9.55523 -0.05 0.10 -0.04
H -16.01250 -28.88041 -8.06076 -0.01 0.18 -0.29
H -13.59379 -28.48528 -7.80631 0.03 0.10 -0.47
H -13.24651 -30.17268 -8.43049 0.16 0.31 -0.28
C -16.29652 -39.26605 -5.33382 0.44 0.50 -0.21
O -16.08706 -40.28403 -4.69863 -0.13 -0.09 0.21
N -15.44783 -38.74789 -6.24920 -0.10 -0.07 0.19
C -15.81329 -37.63883 -7.12684 0.16 -0.73 0.13
C -14.23861 -39.43950 -6.62117 0.41 -0.18 -1.00
H -17.17932 -38.61994 -5.19694 -0.11 -0.18 0.08
H -16.52989 -36.97954 -6.64410 0.10 0.14 0.00
H -16.25030 -38.02813 -8.05173 0.00 0.11 -0.02
H -14.87449 -37.14810 -7.37537 -0.22 0.46 -0.01
H -13.33460 -38.83623 -6.49101 -0.19 0.16 0.36
H -14.11212 -40.39748 -6.12916 -0.27 0.07 0.28
H -14.27636 -39.63840 -7.70170 -0.04 -0.12 0.10
C -19.09098 -33.95966 -2.36364 0.38 0.58 0.08
O -19.89933 -34.86156 -2.34904 -0.04 -0.06 -0.06
N -19.36090 -32.66000 -2.06070 0.05 -0.06 -0.33
C -18.32186 -31.64827 -2.08846 0.07 -0.08 0.11
C -20.71881 -32.24966 -1.83138 -0.48 0.18 0.12
H -18.02515 -34.06856 -2.62812 -0.16 -0.35 0.01
H -18.76153 -30.70372 -2.40504 0.05 0.04 -0.01
H -17.53298 -31.90088 -2.79816 -0.07 -0.13 -0.01
H -17.85876 -31.50785 -1.10758 -0.06 0.07 0.01
H -20.88799 -31.25155 -2.24058 0.10 -0.02 -0.05
H -21.39192 -32.94012 -2.33628 0.02 -0.08 0.11
H -20.98589 -32.21062 -0.77089 0.05 -0.10 0.01


Entry 3:
53
Properties=species:S:1:pos:R:3:forces:R:3 method="wB97M-V/def2-TZVPD" spin_multiplicity=1 smiles="CC(=O)OCC[SiH2]P(C)O.O=S1(=O)CCCC1.O=S1(=O)CCCC1"
C 3.37612 -0.99048 0.01603 -0.10 0.23 0.32
C 2.30169 -0.26804 -0.74679 0.12 -0.14 -0.08
O 1.89034 -0.62284 -1.82394 -0.06 0.06 -0.01
O 1.82893 0.79687 -0.08633 0.04 0.02 -0.03
C 0.69569 1.44830 -0.68714 -0.50 0.17 -0.03
C -0.58192 0.61490 -0.63830 -0.14 0.12 0.25
Si -0.83498 -0.43598 0.91652 0.47 -0.10 -0.39
P -2.46283 -1.96225 0.57098 -0.45 -0.24 0.32
C -3.48354 -1.08717 -0.69540 0.33 0.16 0.15
O -1.69585 -3.14872 -0.30023 0.09 0.26 -0.15
H 2.96519 -1.95652 0.30943 0.13 -0.09 -0.11
H 3.65157 -0.45569 0.92246 -0.01 0.04 -0.05
H 4.25324 -1.12519 -0.61128 -0.06 -0.14 -0.08
H 0.90333 1.74271 -1.71001 0.26 -0.13 -0.05
H 0.55241 2.36417 -0.11654 0.17 -0.06 0.12
H -1.41991 1.31495 -0.71378 -0.01 -0.03 -0.05
H -0.65596 -0.04457 -1.50545 0.12 -0.01 0.00
H -1.11159 0.37570 2.12112 -0.10 0.07 -0.01
H 0.38925 -1.23142 1.14709 -0.05 -0.04 0.08
H -3.70489 -0.08933 -0.30600 -0.08 -0.01 -0.03
H -2.93204 -0.96729 -1.62942 -0.13 0.01 -0.07
H -4.42384 -1.60657 -0.86327 0.03 -0.08 -0.09
H -1.10898 -2.80594 -0.98789 -0.02 -0.13 0.04
O -0.24096 -3.26316 3.04842 0.01 0.00 -0.05
S -0.89624 -4.50334 3.38711 -0.08 -0.12 0.08
O -0.66162 -5.69449 2.61375 0.09 0.06 -0.07
C -0.59487 -4.84744 5.12080 -0.01 0.05 0.20
C -1.74069 -4.15334 5.84729 -0.03 0.01 -0.04
C -3.00001 -4.46517 5.02776 0.04 -0.01 -0.01
C -2.66258 -4.20937 3.55403 -0.20 -0.02 0.19
H 0.39258 -4.47578 5.38431 0.02 -0.01 -0.09
H -0.63687 -5.92883 5.24807 0.01 -0.01 -0.04
H -1.82855 -4.50238 6.87539 0.00 0.01 0.00
H -1.56695 -3.07535 5.87162 0.02 0.00 0.00
H -3.27607 -5.51204 5.17054 0.02 0.00 0.00
H -3.84734 -3.85720 5.34186 -0.01 -0.01 -0.01
H -3.18256 -4.87884 2.87393 0.06 0.03 -0.08
H -2.84526 -3.17917 3.25916 0.06 0.01 -0.05
O 0.29436 3.71694 -2.83106 -0.09 0.09 -0.01
S 1.14902 4.87907 -2.82194 0.09 0.03 0.01
O 1.24532 5.70156 -1.64433 -0.07 -0.05 0.04
C 2.78208 4.38323 -3.36125 0.14 -0.03 -0.15
C 2.73809 4.54224 -4.87723 -0.06 0.02 0.00
C 2.01564 5.87131 -5.13968 0.01 -0.03 0.03
C 0.76187 5.89273 -4.25658 0.07 0.12 -0.21
H 2.96890 3.36580 -3.02433 -0.07 0.01 0.07
H 3.49550 5.06829 -2.90392 -0.02 0.01 0.02
H 3.73911 4.53325 -5.30546 0.00 0.00 -0.01
H 2.17589 3.71751 -5.32006 0.01 -0.01 0.01
H 2.67070 6.70222 -4.87112 0.00 -0.01 0.02
H 1.75305 5.98720 -6.19001 0.00 0.01 0.00
H 0.50098 6.88903 -3.90925 -0.04 -0.03 0.06
H -0.09399 5.43598 -4.74964 0.00 -0.06 0.06


Looking at LUMO level for the records above, in order, we have -0.690, 0.418, 0.632 eV.
Looking at HOMO-LUMO gap for the records above, in order, we have 0.221, 0.334, 0.323 Ha.